Record 1
Formula: C27H36ClN6O4
Source: the Open Molecules 2025 dataset
Level of theory: ωB97M-V/def2-TZVPD

CARTESIAN COORDINATES (ANGSTROEM)
Cl (8.8487, 11.9171, 11.8515)
O (9.5897, 11.5705, 13.0535)
O (7.6509, 11.0920, 11.6761)
O (8.4960, 13.3356, 11.9083)
O (9.7465, 11.8291, 10.7345)
N (14.5260, 8.2977, 13.3945)
C (14.6308, 8.6208, 12.1180)
C (13.7777, 9.5632, 11.5385)
C (12.6617, 10.0567, 12.1811)
C (12.4770, 9.6147, 13.4756)
C (13.5108, 8.8608, 14.0783)
H (15.5135, 8.1631, 11.6479)
H (13.9447, 9.8157, 10.5122)
H (11.9027, 10.7021, 11.8079)
H (11.6574, 9.9749, 14.0979)
H (13.5007, 8.6281, 15.1915)
N (13.8773, 15.3802, 9.5081)
C (12.5006, 15.5173, 9.4577)
C (11.6093, 14.4587, 9.3163)
C (12.1461, 13.2084, 9.1456)
C (13.5342, 13.0195, 9.1219)
C (14.2911, 14.1383, 9.2855)
H (12.0582, 16.4829, 9.6554)
H (10.4840, 14.6398, 9.4128)
H (11.4804, 12.3122, 9.0556)
H (14.0224, 12.0527, 8.9607)
H (15.3594, 14.0589, 9.2534)
N (9.0688, 6.6309, 12.5121)
C (7.8360, 6.3828, 12.0098)
C (6.7492, 7.2776, 12.1175)
C (7.0002, 8.4663, 12.7792)
C (8.2344, 8.7126, 13.3910)
C (9.2649, 7.7307, 13.2585)
H (7.7178, 5.3813, 11.5907)
H (5.7963, 7.1943, 11.6374)
H (6.2406, 9.1987, 12.6582)
H (8.4214, 9.6099, 13.9468)
H (10.2241, 7.9391, 13.6567)
C (8.9985, 7.5557, 7.5839)
C (9.1328, 8.9125, 8.2443)
C (10.1543, 8.9245, 9.4110)
C (11.5213, 8.8990, 8.9693)
N (12.5545, 8.9041, 8.4967)
H (8.8281, 6.8149, 8.4316)
H (9.9441, 7.3446, 7.0845)
H (8.2066, 7.6068, 6.8597)
H (8.1806, 9.1900, 8.5828)
H (9.4282, 9.7322, 7.5423)
H (9.8537, 8.0649, 9.9862)
H (10.0009, 9.8195, 9.9801)
C (8.5924, 12.4334, 7.0597)
C (7.2975, 12.3330, 7.8537)
C (7.1309, 13.5467, 8.7801)
C (6.9202, 14.8135, 8.1092)
N (6.9179, 15.8457, 7.5787)
H (8.6786, 13.3293, 6.4456)
H (8.7356, 11.5488, 6.4360)
H (9.4194, 12.4317, 7.7233)
H (7.4006, 11.4924, 8.5434)
H (6.3565, 11.9825, 7.3317)
H (8.0388, 13.6785, 9.3443)
H (6.4450, 13.4002, 9.6126)
C (12.1722, 13.4228, 13.9967)
C (12.7880, 14.1528, 12.8312)
C (12.8428, 15.7522, 12.9931)
C (13.6675, 16.2349, 14.0976)
N (14.3013, 16.7451, 14.9019)
H (11.6909, 12.4301, 13.8518)
H (11.3181, 14.0226, 14.2921)
H (12.7625, 13.4136, 14.9245)
H (12.1397, 13.9785, 11.9985)
H (13.8011, 13.8027, 12.6073)
H (11.8290, 16.1107, 13.1784)
H (13.1195, 16.1598, 11.9984)

Atomic forces in eV per Å
-0.340 2.215 0.695
-0.721 -0.477 -0.329
1.288 0.633 0.062
-0.569 -0.905 0.408
0.379 -1.151 -1.087
-0.620 0.427 1.174
0.136 0.578 0.297
0.359 -0.413 -1.285
0.210 -1.059 1.069
1.182 -0.033 1.628
-0.538 -0.744 0.637
-0.672 0.398 -0.380
0.133 0.197 -0.433
-0.188 0.536 -0.862
0.111 -0.104 -0.256
-0.167 0.299 -1.545
-2.964 0.294 -0.543
1.202 -0.363 0.666
-1.108 0.882 0.202
-0.260 -2.468 -0.228
-1.341 -0.408 -0.320
1.417 0.844 0.282
0.404 0.384 -0.087
1.810 -0.352 -0.280
0.622 0.971 0.116
-0.441 0.340 0.092
0.588 -0.201 0.074
-0.570 -0.183 0.406
-0.010 0.253 0.669
1.911 -0.141 0.164
0.860 -0.209 -0.145
0.382 -1.600 -0.168
-2.906 0.926 -1.280
0.037 0.373 -0.278
-0.270 -0.646 -0.240
-0.357 0.825 0.586
0.048 0.325 -0.013
0.873 -0.169 0.278
0.898 -0.074 1.307
1.747 0.908 -0.989
-1.580 -0.120 -0.566
-1.168 -0.354 0.079
1.643 0.065 -0.577
-0.031 0.550 -1.399
-0.079 -0.455 -0.077
-0.442 -0.448 -0.251
-1.290 0.536 1.025
-0.201 -0.806 0.196
0.539 -0.359 0.761
-0.060 0.450 0.546
-0.847 -0.385 -0.950
-0.727 -0.872 0.668
-0.238 -0.372 0.199
0.149 1.594 -0.816
-0.258 -1.249 0.555
-0.214 0.008 -0.105
-0.129 0.147 -0.216
0.789 0.122 0.889
0.323 -0.013 0.199
1.014 1.143 -0.076
0.760 -0.040 0.116
-0.559 -0.068 -0.327
-0.903 0.133 1.462
0.681 0.995 0.423
-0.541 -1.708 -0.594
-0.169 0.142 -1.032
0.344 0.016 0.602
0.903 0.599 -0.443
-0.502 0.187 0.113
0.304 -0.194 -0.434
-0.135 -0.069 -0.821
-0.183 0.011 -0.149
-0.099 -0.075 0.075
0.352 -0.020 0.865

Output
* HOMO-LUMO gap: 9.82 eV
* total energy: -2139.89256 Ha
* LUMO: 0.09319 hartree
* net charge: -1



Record 2
Formula: C27H36FeNP3
Source: the Open Molecules 2025 dataset
Level of theory: ωB97M-V/def2-TZVPD

CARTESIAN COORDINATES (ANGSTROEM)
C (-1.4820, 3.1986, -3.7194)
C (-1.2128, 1.9041, -3.2779)
C (0.1192, 1.4331, -3.2931)
C (1.1481, 2.2404, -3.8543)
C (0.8294, 3.5468, -4.3259)
C (-0.4641, 4.0303, -4.2053)
C (2.4325, 1.6987, -3.9051)
C (2.6545, 0.3297, -3.7458)
C (1.5792, -0.4524, -3.2465)
C (1.6588, -1.8580, -3.2332)
C (2.8892, -2.4578, -3.4910)
C (4.0008, -1.6936, -3.8672)
C (3.8767, -0.3255, -4.0670)
H (-2.5067, 3.5784, -3.6586)
H (1.6328, 4.1557, -4.7339)
H (-0.7030, 5.0473, -4.5052)
H (3.2405, 2.3135, -4.2972)
H (2.9843, -3.5414, -3.3875)
H (4.9537, -2.1918, -4.0317)
H (4.7096, 0.2762, -4.4251)
N (0.4943, 0.2242, -2.6676)
Fe (0.0700, -0.1252, -0.9377)
C (-2.2899, 1.0094, -2.7188)
H (-2.3060, 0.0155, -3.1983)
H (-3.2899, 1.4650, -2.7959)
C (0.4131, -2.6381, -2.8750)
H (-0.4812, -2.2884, -3.4117)
H (0.5389, -3.7153, -3.0476)
P (-1.9210, 0.7196, -0.9036)
P (0.1063, -2.3648, -1.0678)
C (1.4374, -3.4630, -0.4388)
H (1.4700, -3.4943, 0.6544)
H (1.2442, -4.4755, -0.8220)
H (2.4120, -3.1288, -0.8150)
C (-1.3965, -3.3558, -0.7861)
H (-1.1820, -4.4011, -1.0559)
H (-1.6792, -3.2952, 0.2729)
H (-2.2174, -2.9739, -1.4072)
C (-2.2097, 2.4084, -0.2698)
H (-3.2027, 2.7574, -0.5885)
H (-2.1490, 2.4140, 0.8243)
H (-1.4501, 3.0956, -0.6617)
C (-3.4327, -0.1590, -0.4203)
H (-3.4626, -0.2300, 0.6732)
H (-4.3062, 0.4030, -0.7813)
H (-3.4422, -1.1683, -0.8481)
H (1.2434, 1.3972, -0.9650)
H (0.6712, 1.3489, -0.3349)
C (2.3948, -0.7288, 1.4505)
P (0.5815, -0.4269, 1.4447)
C (-0.0722, -1.8977, 2.3479)
C (0.4426, 0.7525, 2.8882)
C (1.4521, 0.8678, 3.8599)
C (1.2803, 1.6932, 4.9742)
C (0.1003, 2.4187, 5.1365)
C (-0.9299, 2.2831, 4.1982)
C (-0.7702, 1.4341, 3.0933)
H (2.7040, -1.2658, 0.5454)
H (2.6780, -1.3168, 2.3366)
H (2.9030, 0.2442, 1.4646)
H (0.3769, -1.9073, 3.3517)
H (-1.1588, -1.7895, 2.4575)
H (0.1421, -2.8509, 1.8561)
H (2.3761, 0.3032, 3.7616)
H (2.0805, 1.7745, 5.7109)
H (-0.0280, 3.0740, 5.9984)
H (-1.8573, 2.8454, 4.3211)
H (-1.6029, 1.2835, 2.4022)

Atomic forces in eV per Å
-0.083 0.196 0.078
0.546 -0.438 -0.020
-0.157 0.734 -0.052
-1.155 0.577 0.074
-0.156 -0.394 0.458
0.114 -0.226 -0.122
1.085 0.727 -0.675
0.426 -1.305 0.118
0.640 -0.181 0.093
-0.355 0.651 -0.010
0.177 -0.180 -0.053
-0.090 0.072 -0.109
-0.432 0.011 0.345
0.341 -0.150 -0.075
-0.185 -0.045 0.050
0.055 -0.198 -0.020
-0.073 -0.057 0.128
-0.021 0.287 -0.151
-0.190 0.133 -0.052
-0.111 -0.168 0.062
-0.248 0.072 -3.622
1.198 -0.729 1.677
0.197 -0.065 0.540
0.046 0.353 0.053
0.333 -0.120 -0.019
0.108 0.093 0.464
0.344 0.000 0.003
-0.012 0.239 -0.014
-2.939 1.412 -1.071
-0.004 -2.627 -1.039
-0.003 -0.120 0.185
0.115 -0.071 -0.303
0.080 0.238 0.142
-0.246 -0.020 0.065
0.020 -0.177 0.224
-0.221 0.276 0.111
-0.085 -0.121 -0.285
0.226 -0.121 0.175
-0.096 0.041 0.188
0.257 -0.060 0.146
-0.070 0.124 -0.269
-0.131 -0.193 0.048
-0.127 -0.057 0.305
-0.181 -0.101 -0.169
0.193 -0.212 0.189
-0.031 0.245 0.128
-1.134 0.088 1.646
1.711 1.537 -0.883
0.049 -0.119 -0.073
0.614 0.198 2.363
-0.129 -0.090 0.012
-0.317 0.002 0.036
-0.229 0.146 -0.140
-0.062 -0.029 -0.187
-0.162 -0.145 -0.288
0.176 -0.175 -0.119
0.349 0.106 0.259
-0.050 0.116 0.241
0.031 0.210 -0.329
-0.059 -0.270 -0.002
-0.131 -0.007 -0.311
0.208 -0.048 0.008
-0.140 0.257 0.104
-0.141 0.202 0.031
-0.237 -0.036 -0.202
0.039 -0.171 -0.258
0.248 -0.231 -0.001
0.272 0.116 0.175

Output
* HOMO-LUMO gap (alpha / beta): 6.61 / 6.79 eV
* total energy: -3392.71257 Ha
* LUMO (alpha / beta): -0.06806 / -0.13444 hartree
* relative energy (zero: lowest compared OMol25 entry of this formula, charge and spin): 0.0 kJ/mol
* 2S+1: 6
* net charge: +1



Record 3
Formula: C27H36IIrN2O4P2
Source: the Open Molecules 2025 dataset
Level of theory: ωB97M-V/def2-TZVPD

CARTESIAN COORDINATES (ANGSTROEM)
Ir (0.3118, 0.6400, 0.2836)
C (3.5811, -0.2002, -0.2195)
P (1.9753, -0.0748, -1.0436)
C (1.7665, -1.6764, -1.8565)
C (2.1991, 1.1330, -2.3729)
C (3.0235, 0.8920, -3.4689)
C (3.1778, 1.8652, -4.4428)
C (2.5182, 3.0822, -4.3263)
C (1.7038, 3.3320, -3.2337)
C (1.5383, 2.3559, -2.2554)
P (0.5313, 2.6148, -0.7768)
C (1.3465, 3.9231, 0.1690)
C (-1.0285, 3.3341, -1.3295)
H (4.3601, -0.4037, -0.9549)
H (3.5640, -1.0154, 0.5035)
H (3.8105, 0.7334, 0.2931)
H (2.6462, -1.8982, -2.4609)
H (0.8889, -1.6557, -2.4993)
H (1.6617, -2.4679, -1.1134)
H (3.5488, -0.0497, -3.5719)
H (3.8151, 1.6761, -5.2960)
H (2.6415, 3.8382, -5.0899)
H (1.1992, 4.2872, -3.1537)
H (1.5090, 4.7955, -0.4645)
H (2.3071, 3.5713, 0.5436)
H (0.7156, 4.2154, 1.0103)
H (-0.8490, 4.2767, -1.8471)
H (-1.6622, 3.5339, -0.4648)
H (-1.5278, 2.6327, -1.9957)
C (-1.6981, -1.6481, -3.6762)
C (-2.4061, -1.5083, -2.3268)
C (-1.4456, -1.0655, -1.2546)
N (-0.9914, 0.0824, -1.1240)
H (-2.4138, -1.9018, -4.4559)
H (-0.9492, -2.4418, -3.6481)
H (-1.2084, -0.7130, -3.9495)
H (-2.8674, -2.4510, -2.0381)
H (-3.1956, -0.7594, -2.3972)
C (1.0010, 0.1133, 4.0541)
C (2.0056, 0.2587, 2.9388)
O (1.5668, 1.2466, 1.9463)
H (1.3645, -0.6155, 4.7791)
H (0.0389, -0.2228, 3.6687)
H (0.8660, 1.0565, 4.5881)
H (2.1254, -0.6714, 2.3930)
H (2.9783, 0.5911, 3.2994)
H (1.0210, 1.8981, 2.4150)
O (-1.0639, 1.4167, 1.7831)
N (-2.3708, 1.6743, 1.7979)
C (-2.8818, 2.1288, 2.9583)
C (-4.2237, 2.4119, 3.0641)
C (-5.0524, 2.2249, 1.9664)
C (-4.4986, 1.7591, 0.7864)
C (-3.1466, 1.4871, 0.7180)
H (-2.1676, 2.2373, 3.7595)
H (-4.6067, 2.7747, 4.0068)
H (-6.1095, 2.4404, 2.0321)
H (-5.1035, 1.6010, -0.0948)
H (-2.6382, 1.1336, -0.1676)
I (0.1989, -7.9195, 3.3530)
C (-0.0287, -6.0590, 2.4691)
C (0.4616, -4.9242, 3.1129)
C (0.3109, -3.6867, 2.5219)
C (-0.3330, -3.5724, 1.2870)
C (-0.8274, -4.7127, 0.6502)
C (-0.6717, -5.9527, 1.2386)
C (-0.4669, -2.2478, 0.6823)
O (-1.0996, -2.2341, -0.4724)
O (-0.0015, -1.2385, 1.2385)
H (0.9557, -5.0147, 4.0700)
H (0.6818, -2.7998, 3.0177)
H (-1.3309, -4.6297, -0.3026)
H (-1.0510, -6.8370, 0.7465)

Atomic forces in eV per Å
-0.300 -0.105 0.155
-0.013 0.024 0.004
0.114 0.081 -0.132
-0.019 -0.002 0.042
0.007 0.003 -0.009
-0.007 -0.005 0.019
0.012 -0.007 -0.013
-0.002 0.021 -0.013
-0.019 -0.002 0.011
0.052 0.004 0.023
0.046 -0.056 -0.076
-0.012 -0.016 0.008
0.002 0.024 0.012
-0.010 0.006 -0.011
0.001 -0.016 0.029
0.000 -0.004 0.009
0.004 0.016 0.001
0.014 -0.007 0.001
-0.002 0.006 0.009
-0.004 0.001 -0.004
-0.003 0.000 0.000
0.001 -0.001 0.003
0.001 0.002 0.000
-0.002 0.004 0.005
0.003 0.002 -0.007
0.004 -0.006 0.003
0.001 -0.016 -0.020
0.012 0.015 0.005
0.004 -0.012 0.003
0.005 -0.032 0.020
0.000 0.019 0.024
-0.044 0.081 -0.034
-0.012 0.000 -0.018
-0.001 0.000 0.000
-0.016 -0.004 -0.009
-0.008 0.005 -0.007
-0.019 0.002 0.014
0.033 0.025 -0.014
-0.008 -0.013 0.006
0.019 0.037 0.033
-0.039 0.037 0.035
0.016 0.006 -0.003
0.008 0.008 0.004
0.005 0.005 0.003
0.032 -0.046 -0.045
-0.011 0.014 0.007
0.039 -0.027 -0.003
0.133 0.070 0.015
-0.094 -0.031 -0.046
-0.010 -0.035 -0.011
0.010 -0.006 -0.016
0.003 0.005 0.015
0.015 -0.011 -0.014
0.002 0.055 -0.002
0.007 -0.002 0.001
0.000 0.000 0.001
0.000 0.000 0.001
0.001 0.003 -0.001
-0.016 -0.036 0.020
0.001 0.003 -0.001
0.001 0.002 -0.004
0.001 -0.008 0.003
-0.007 -0.007 -0.020
-0.013 0.013 0.020
0.003 0.008 0.002
-0.004 -0.009 0.007
0.015 0.042 0.104
0.055 -0.061 -0.016
0.008 -0.064 -0.134
-0.002 -0.002 0.000
0.004 -0.001 0.000
0.002 -0.001 0.003
-0.001 0.000 0.000

Output
* HOMO-LUMO gap: 7.90 eV
* total energy: -2545.23846 Ha
* LUMO: -0.19126 hartree
* relative energy (zero: lowest compared OMol25 entry of this formula, charge and spin): 34.6 kJ/mol
* net charge: +2



Results for largest force on an atom: 3.31; 3.63; 0.35 (in eV/A, following the order of the records).